A structure of composition H12N4O18Zn at a distorted geometry, computed with the ωB97M-V functional and the def2-TZVPD basis.

Last column: Mulliken charge in e.
Geometry (Å):
Zn -0.6816 1.9023 1.3242  0.69
O -0.1924 0.5012 -0.1365  -0.34
O 0.7232 0.9149 -4.7942  -0.62
O -0.0754 -0.1972 -2.1961  -0.57
O 2.4275 -0.9085 1.5838  -0.66
O -2.3833 -3.0261 0.8139  -0.63
O -3.4462 -0.8179 2.5092  -0.51
O -2.4614 0.9104 1.6589  -0.34
O -4.6251 0.8603 1.8583  -0.62
O 1.0542 2.8689 0.9571  -0.26
O 2.4951 2.2867 -1.1855  -0.65
O -0.5253 -1.5994 -0.6584  -0.54
O 3.9621 3.1400 -2.5464  -0.61
O 0.9544 -0.7601 4.2802  -0.62
O -2.6587 -1.3048 -3.2902  -0.64
O 1.2166 -3.9640 -0.4575  -0.66
O 4.1247 3.5420 -0.4184  -0.66
O 0.3512 0.7187 2.8005  -0.50
O -0.3488 0.8682 4.8532  -0.68
N -0.2716 -0.4278 -0.9965  0.52
N 3.5407 2.9927 -1.3893  0.94
N 0.3452 0.2844 4.0102  1.12
N -3.5160 0.3008 2.0056  0.75
H 0.8471 -3.1385 -0.8035  0.36
H 2.2429 -0.5856 0.6964  0.27
H 0.0498 1.3801 -5.2981  0.30
H 1.7040 -0.5506 2.1320  0.37
H -2.7707 -0.9300 -2.4111  0.32
H -2.6426 -3.6180 0.1009  0.28
H -1.7292 -2.4279 0.4050  0.43
H 1.7692 3.2793 1.4547  0.25
H -1.8451 -1.8180 -3.2243  0.32
H 1.4426 2.7940 0.0431  0.43
H 0.3035 0.7341 -3.9379  0.45
H 0.6192 -4.2048 0.2569  0.31

Atomic forces in eV per Å
Zn 0.466 -2.715 0.933
O 0.025 -0.013 -0.231
O -0.247 -0.004 -0.048
O -0.089 0.403 0.854
O -0.068 0.031 0.094
O 0.104 -0.193 -0.226
O 0.567 0.886 -0.481
O 1.593 1.085 -0.697
O 0.956 0.103 -0.291
O -0.937 0.483 -0.222
O 0.158 0.591 0.084
O 0.104 0.577 0.440
O -0.214 -0.213 0.688
O -0.078 1.136 -0.616
O -0.229 -0.186 -0.139
O -0.044 -0.196 -0.268
O -0.653 -0.372 -0.396
O 0.395 0.383 -0.517
O 0.537 0.184 -0.430
N -0.014 -0.141 -1.041
N 0.224 0.392 -0.113
N -1.364 -0.778 1.064
N -2.227 -0.793 1.199
H 0.010 -0.044 0.208
H -0.001 0.073 0.052
H 0.005 -0.019 0.047
H 0.281 -0.170 -0.266
H 0.083 -0.025 0.022
H 0.042 0.066 -0.012
H -0.230 -0.081 0.306
H -0.138 -0.211 0.399
H 0.086 0.224 0.107
H 0.611 -0.654 -0.543
H 0.277 0.001 -0.029
H 0.010 0.188 0.069

Calculated total energy, eV: -91417.7828
HOMO level, eV: -3.97
E_LUMO, eV: 3.309
Charge: -2
Kohn-Sham gap, Ha: 0.268